No. 1
A structure of composition C20H23BGaN10O3, computed with the ωB97M-V functional and the def2-TZVPD basis.

Geometry as ORCA input:
```
! RIJCOSX wB97M-V def2-TZVPD def2/J DEFGRID3
* xyz 2 2
Ga -0.0316 -0.0600 0.1923
C -2.6715 0.4504 -2.9989
C -2.2854 -0.2758 -1.8782
N -1.3011 0.3594 -1.2485
N -1.0264 1.5007 -1.9364
C -1.8489 1.5538 -3.0030
B 0.1796 2.3904 -1.5207
N 1.4781 1.5792 -1.6711
C 2.6413 1.6963 -2.3422
C 3.4401 0.6116 -2.0516
C 2.6945 -0.1593 -1.1694
N 1.5216 0.4261 -0.9391
N 0.0314 2.8152 -0.0446
C 0.1551 3.9822 0.6202
C 0.0487 3.7423 1.9714
C -0.1359 2.3654 2.0775
N -0.1361 1.8211 0.8648
N 0.1059 3.6758 -2.4101
C -0.7845 4.6195 -2.3471
C -0.5247 5.5454 -3.4299
C 0.6012 4.9732 -4.0913
N 0.9850 3.8826 -3.5128
H -3.4366 0.2009 -3.7117
H -2.6534 -1.2182 -1.5057
H -1.7899 2.3536 -3.7213
H 2.8192 2.5247 -3.0014
H 4.4233 0.4065 -2.4345
H 2.9309 -1.1044 -0.7079
H 0.3412 4.9119 0.1095
H 0.0996 4.4618 2.7687
H -0.2530 1.7421 2.9490
H -1.5695 4.6475 -1.6059
H -1.0688 6.4506 -3.6495
H 1.1241 5.3400 -4.9616
C 2.2286 -2.9415 3.1132
C 0.7979 -3.0773 3.6123
C -0.2465 -3.1903 2.4781
C -1.6765 -3.2773 3.0699
C -2.7749 -3.3579 2.0218
C 0.0245 -4.4683 1.6822
O 0.0217 -5.5448 2.2087
N 0.2673 -4.3519 0.3134
C 0.3301 -3.1945 -0.4257
O 0.5676 -3.1455 -1.6021
N 0.0922 -2.0235 0.3097
C -0.1611 -1.9915 1.6067
O -0.3312 -0.7926 2.0252
H 2.9200 -2.8663 3.9503
H 2.3647 -2.0403 2.5065
H 2.5297 -3.8056 2.5180
H 0.5186 -2.2295 4.2391
H 0.6893 -3.9816 4.2114
H -1.8170 -2.4135 3.7208
H -1.6838 -4.1691 3.6973
H -2.7912 -2.4727 1.3772
H -3.7499 -3.4191 2.5015
H -2.6667 -4.2405 1.3889
H 0.4431 -5.2171 -0.1836
*
```

Results
<S²>: 0.76
Energy relative to the best compared isomer or geometry (same formula, charge and spin) in kcal per mole: 0.0
HOMO-LUMO gap (spin up / spin down) in Ha: 0.3243 / 0.1644

Partial atomic charges computed with the natural (NBO) method, in multiples of e:
1. Ga 1.839
2. C -0.292
3. C 0.056
4. N -0.443
5. N -0.340
6. C 0.023
7. B 0.926
8. N -0.352
9. C 0.042
10. C -0.300
11. C 0.057
12. N -0.451
13. N -0.351
14. C 0.015
15. C -0.303
16. C 0.050
17. N -0.428
18. N -0.294
19. C 0.121
20. C 0.000
21. C -0.030
22. N -0.131
23. H 0.271
24. H 0.251
25. H 0.227
26. H 0.257
27. H 0.269
28. H 0.249
29. H 0.230
30. H 0.272
31. H 0.260
32. H 0.273
33. H 0.272
34. H 0.276
35. C -0.622
36. C -0.361
37. C -0.264
38. C -0.370
39. C -0.618
40. C 0.714
41. O -0.520
42. N -0.658
43. C 0.801
44. O -0.554
45. N -0.799
46. C 0.763
47. O -0.735
48. H 0.248
49. H 0.184
50. H 0.218
51. H 0.224
52. H 0.251
53. H 0.225
54. H 0.252
55. H 0.182
56. H 0.248
57. H 0.219
58. H 0.451

No. 2
A structure of composition C20H23Cl4N7O5S2Sn, computed with the ωB97M-V functional and the def2-TZVPD basis.

Geometry as ORCA input:
```
! RIJCOSX wB97M-V def2-TZVPD def2/J DEFGRID3
* xyz 2 1
Sn 0.4643 -1.5192 -1.0352
N 2.6051 -3.4955 -0.9823
N 2.1392 -4.7352 -0.5197
C 0.8276 -4.9468 -0.3152
N 0.4113 -6.1049 0.1576
N 0.0611 -3.9013 -0.6387
N -1.2392 -3.8066 -0.3177
O -1.7041 -2.6919 -0.6447
O -1.8791 -4.6661 0.2340
H 3.1160 -3.6347 -1.8469
H 3.2311 -3.1010 -0.2873
H 2.7988 -5.4726 -0.3264
H 1.0536 -6.8509 0.3724
H -0.5736 -6.2406 0.3272
Cl -1.7136 0.1416 -1.8852
C -2.2915 -0.3673 -3.4419
C -3.4721 0.1497 -3.8764
C -3.9857 -0.2580 -5.1197
C -3.3025 -1.1619 -5.9149
C -2.0910 -1.6708 -5.4954
Cl -1.2606 -2.7546 -6.5093
C -1.5346 -1.3033 -4.2192
S -0.0706 -1.9832 -3.7466
H -4.0089 0.8648 -3.2677
H -4.9316 0.1461 -5.4569
H -3.7091 -1.4841 -6.8642
C -1.0076 4.8371 0.4473
C -0.9453 3.7531 -0.6271
C 0.4678 3.5148 -1.1461
N 1.3117 2.8856 -0.1149
C 1.9087 1.7188 -0.1599
S 1.9529 0.7735 -1.6409
N 2.5665 1.2438 0.9072
C 2.6277 1.7245 2.2894
O 3.6604 1.5429 2.8548
C 1.4200 2.3460 2.8889
C 1.6158 3.2116 3.9606
C 0.5245 3.7582 4.6178
C -0.7617 3.4182 4.2248
C -0.9605 2.5218 3.1792
C 0.1255 1.9899 2.5100
H -2.0411 5.0381 0.7273
H -0.5760 5.7696 0.0781
H -0.4808 4.5461 1.3599
H -1.5605 4.0536 -1.4777
H -1.3493 2.8125 -0.2396
H 0.9258 4.4651 -1.4227
H 0.4646 2.8704 -2.0186
H 1.3704 3.3950 0.7612
H 3.2497 0.5244 0.7212
H 2.6265 3.4439 4.2726
H 0.6805 4.4319 5.4493
H -1.6130 3.8327 4.7499
H -1.9668 2.2365 2.8951
H -0.0300 1.2576 1.7279
Cl 2.3505 -3.7709 3.3810
C 0.8004 -2.9298 3.1372
Cl 0.0211 -2.5110 4.6417
C 1.1093 -1.6759 2.2922
O 1.5670 -0.6912 2.8052
O 0.8526 -1.9041 1.0172
H 0.1522 -3.5863 2.5705
*
```

Results
Energy relative to the best compared isomer or geometry (same formula, charge and spin) in kcal per mole: 0.0
HOMO-LUMO gap (spin up / spin down) in Ha: 0.2019 / 0.1831

Partial atomic charges computed with the natural (NBO) method, in multiples of e:
1. Sn 1.485
2. N -0.634
3. N -0.405
4. C 0.649
5. N -0.734
6. N -0.510
7. N 0.640
8. O -0.457
9. O -0.331
10. H 0.393
11. H 0.399
12. H 0.413
13. H 0.432
14. H 0.457
15. Cl 0.076
16. C 0.100
17. C -0.259
18. C -0.061
19. C -0.238
20. C 0.029
21. Cl 0.141
22. C -0.318
23. S 0.173
24. H 0.258
25. H 0.255
26. H 0.267
27. C -0.621
28. C -0.407
29. C -0.222
30. N -0.530
31. C 0.382
32. S -0.127
33. N -0.626
34. C 0.717
35. O -0.476
36. C -0.255
37. C -0.129
38. C -0.201
39. C -0.159
40. C -0.240
41. C -0.118
42. H 0.236
43. H 0.220
44. H 0.204
45. H 0.227
46. H 0.194
47. H 0.226
48. H 0.228
49. H 0.440
50. H 0.441
51. H 0.248
52. H 0.241
53. H 0.236
54. H 0.226
55. H 0.190
56. Cl -0.001
57. C -0.323
58. Cl 0.064
59. C 0.787
60. O -0.575
61. O -0.931
62. H 0.214

No. 3
The molecule C20H23ClFN3S, computed with the ωB97M-V functional and the def2-TZVPD basis.

Geometry as ORCA input:
```
! RIJCOSX wB97M-V def2-TZVPD def2/J DEFGRID3
* xyz 0 1
F -0.6807 2.0416 -4.2210
C -0.0080 1.0536 -3.6054
C -0.4230 -0.2522 -3.7866
C 0.2713 -1.2656 -3.1454
C 1.3655 -0.9980 -2.3227
C 1.7719 0.3297 -2.2091
C 1.0967 1.3618 -2.8346
H 1.4169 2.3869 -2.7404
H 2.6567 0.5542 -1.6324
C 2.0808 -2.0701 -1.5299
N 1.5998 -2.2644 -0.1710
C 1.7957 -1.1152 0.6955
C 0.9499 -1.2318 1.9611
N -0.4534 -1.1871 1.6014
C -1.3837 -0.4431 2.2383
S -2.8111 -0.0638 1.4846
N -1.1562 -0.0952 3.5302
H -0.2800 -0.3713 3.9475
C -1.8100 1.0329 4.1485
H -2.6641 1.2812 3.5152
H -2.1798 0.7404 5.1357
C -0.8571 2.2352 4.2788
C -0.0568 2.4238 3.0189
C 1.3214 2.2502 3.0286
C 2.0599 2.3747 1.8640
C 1.4228 2.6598 0.6697
C 0.0481 2.8281 0.6471
C -0.6854 2.7175 1.8141
H -1.7561 2.8498 1.7868
H -0.4562 3.0449 -0.2828
H 1.9984 2.7588 -0.2385
H 3.1324 2.2443 1.8912
H 1.8262 2.0256 3.9595
H -0.1779 2.0752 5.1200
H -1.4516 3.1263 4.4886
C -0.7811 -1.7652 0.3103
C 0.2624 -2.8202 -0.0366
H -0.0196 -3.3294 -0.9550
H 0.2849 -3.5697 0.7639
H -1.7765 -2.2121 0.3736
H -0.8173 -0.9844 -0.4612
H 1.1903 -2.1619 2.4913
H 1.1956 -0.3817 2.6032
H 1.5191 -0.1663 0.2093
H 2.8560 -1.0645 0.9669
H 3.1405 -1.8085 -1.4539
H 2.0007 -3.0310 -2.0414
Cl -0.2438 -2.8884 -3.4584
H -1.2689 -0.4694 -4.4185
*
```

Results
Energy relative to the best compared isomer or geometry (same formula, charge and spin) in kcal per mole: 0.0
HOMO-LUMO gap in Ha: 0.3096
SMILES string: Fc1ccc(CN2CCN(C(=S)NCCc3ccccc3)CC2)c(Cl)c1

Partial atomic charges computed with the natural (NBO) method, in multiples of e:
1. F -0.316
2. C 0.409
3. C -0.298
4. C -0.004
5. C -0.119
6. C -0.117
7. C -0.305
8. H 0.231
9. H 0.210
10. C -0.231
11. N -0.441
12. C -0.226
13. C -0.236
14. N -0.438
15. C 0.326
16. S -0.294
17. N -0.607
18. H 0.385
19. C -0.225
20. H 0.248
21. H 0.200
22. C -0.436
23. C -0.014
24. C -0.230
25. C -0.220
26. C -0.245
27. C -0.146
28. C -0.219
29. H 0.226
30. H 0.211
31. H 0.206
32. H 0.212
33. H 0.207
34. H 0.201
35. H 0.225
36. C -0.234
37. C -0.246
38. H 0.225
39. H 0.192
40. H 0.239
41. H 0.205
42. H 0.196
43. H 0.221
44. H 0.189
45. H 0.202
46. H 0.204
47. H 0.220
48. Cl 0.011
49. H 0.245

No. 4
The molecule C20H23ClN2O4, computed with the ωB97M-V functional and the def2-TZVPD basis.

Geometry as ORCA input:
```
! RIJCOSX wB97M-V def2-TZVPD def2/J DEFGRID3
* xyz 0 1
C 2.2683 0.2099 2.9072
C 2.5188 0.6850 1.5074
C 2.1549 1.9641 1.1258
C 2.4485 2.4292 -0.1467
C 3.1337 1.6335 -1.0440
C 3.4951 0.3488 -0.6770
C 3.1705 -0.1454 0.5790
O 3.4314 -1.4120 1.0125
C 4.1733 -2.3184 0.2228
C 3.4152 -2.9451 -0.9632
H 3.5704 -2.3736 -1.8796
C 1.9037 -3.0182 -0.7198
C 1.2468 -1.7518 -1.2526
O 1.5678 -1.3038 -2.3397
N 0.2923 -1.1550 -0.5044
C -0.1923 -1.6191 0.7814
H 0.6455 -1.8109 1.4562
C -1.0834 -0.5557 1.4119
N -2.2007 -0.2518 0.5435
C -3.4472 -0.2458 1.0797
O -3.6251 -0.4204 2.2775
C -4.6079 -0.0168 0.2072
C -5.9071 0.1330 0.6296
C -6.6870 0.3055 -0.5312
C -5.8146 0.2442 -1.5764
O -4.5615 0.0514 -1.1457
H -5.9595 0.3212 -2.6364
H -7.7458 0.4529 -0.5835
H -6.2346 0.1191 1.6480
C -1.8760 -0.0794 -0.8589
H -2.2542 -0.9291 -1.4410
C -0.3661 0.0232 -1.0351
H 0.0194 0.9229 -0.5442
H -0.1137 0.0818 -2.0959
H -2.3406 0.8320 -1.2451
H -1.4987 -0.9161 2.3560
H -0.5001 0.3489 1.6110
H -0.7654 -2.5477 0.6571
H 1.6975 -3.1956 0.3318
H 1.4864 -3.8447 -1.2995
H 3.8232 -3.9439 -1.1214
H 5.1029 -1.8523 -0.1257
H 4.4333 -3.1056 0.9378
H 4.0169 -0.2613 -1.3939
H 3.3755 2.0009 -2.0278
Cl 1.9525 4.0249 -0.6057
H 1.6453 2.6069 1.8277
H 3.1496 0.4059 3.5184
H 2.0894 -0.8611 2.9297
H 1.4245 0.7301 3.3530
*
```

Results
Energy relative to the best compared isomer or geometry (same formula, charge and spin) in kcal per mole: 28.0
HOMO-LUMO gap in Ha: 0.3328
SMILES string: Cc1cc(Cl)ccc1OCCCC(=O)N1CCN(C(=O)c2ccco2)CC1

Partial atomic charges computed with the natural (NBO) method, in multiples of e:
1. C -0.633
2. C -0.048
3. C -0.227
4. C -0.060
5. C -0.217
6. C -0.258
7. C 0.294
8. O -0.514
9. C -0.064
10. C -0.431
11. H 0.233
12. C -0.505
13. C 0.707
14. O -0.652
15. N -0.449
16. C -0.222
17. H 0.213
18. C -0.228
19. N -0.430
20. C 0.639
21. O -0.630
22. C 0.137
23. C -0.221
24. C -0.320
25. C 0.112
26. O -0.395
27. H 0.205
28. H 0.233
29. H 0.246
30. C -0.221
31. H 0.199
32. C -0.232
33. H 0.203
34. H 0.260
35. H 0.219
36. H 0.261
37. H 0.198
38. H 0.196
39. H 0.218
40. H 0.241
41. H 0.216
42. H 0.183
43. H 0.193
44. H 0.229
45. H 0.231
46. Cl -0.005
47. H 0.225
48. H 0.228
49. H 0.225
50. H 0.217

DFT total energy values (in Eh) by entry order: -3498.4993 -4386.2349 -1898.4422 -1646.5939.